11
Properties=species:S:1:pos:R:3:forces:R:3 method="wB97M-V/def2-TZVPD" homo_ev=-9.128 orbital_gap_ev=8.78 de_lowest_kcal_mol=107.7 e_lumo_ev=-0.35
C 0.76476 -0.13607 0.02368 -2.22 -2.95 1.07
C -1.38313 -0.16939 0.01935 -3.22 -0.59 1.17
H 2.31180 -1.55797 -0.43353 -1.07 1.82 1.14
H 2.49728 -0.12192 1.01865 -0.73 -2.02 -4.94
H -3.42842 -0.05510 -0.16562 2.22 -0.86 0.01
H 0.56014 1.78813 -0.66183 1.52 1.06 -1.77
N 2.08141 -0.53932 -0.21137 1.13 1.71 4.86
N -0.30911 -0.95194 0.31156 4.70 2.05 -2.44
N -2.57411 -0.70562 -0.07850 0.70 2.73 0.00
N 0.47137 1.26239 0.15401 -2.19 -2.90 0.41
O -0.99200 1.18681 0.02359 -0.84 -0.05 0.50